C4H9N | ωB97M-V with the def2-TZVPD basis set

Summary:
* ΔE to the lowest compared entry with this formula, charge and spin: 580.0 kJ/mol
* HOMO: -6.4 eV
* net charge: 0
* molecular weight: 71.12 g/mol

Atoms and positions in Å:
N (-0.191, -0.402, 0.514)
C (0.450, 0.706, -0.128)
C (0.770, 1.669, 1.003)
C (-0.107, 1.353, 2.054)
C (-0.971, 0.197, 1.546)
H (0.209, -5.454, -6.043)
H (1.323, 0.385, -0.691)
H (-0.240, 1.273, -0.797)
H (-0.132, -5.251, -6.708)
H (1.362, 2.566, 0.885)
H (1.034, 0.805, 1.898)
H (-0.354, 1.991, 2.895)
H (-1.221, -0.494, 2.355)
H (-1.932, 0.655, 1.215)

Electronic structure analysis, Löwdin charges in units of e:
1 N -0.15
2 C -0.33
3 C -0.05
4 C -0.04
5 C -0.34
6 H 0.00
7 H 0.10
8 H 0.12
9 H 0.00
10 H 0.13
11 H 0.21
12 H 0.13
13 H 0.10
14 H 0.11

C4H9N | ωB97M-V with the def2-TZVPD basis set

Summary:
* ΔE to the lowest compared entry with this formula, charge and spin: 269.8 kJ/mol
* HOMO: -8.4 eV
* net charge: 0
* SMILES: C=CN.C=C
* molecular weight: 71.12 g/mol

Atoms and positions in Å:
C (0.902, -0.875, -1.655)
C (1.405, 0.250, -1.124)
H (-0.113, -1.218, -1.687)
H (1.619, -1.366, -2.275)
H (0.987, 1.235, -1.077)
H (2.466, 0.185, -0.784)
C (-1.643, 0.785, 0.290)
C (-1.195, 0.355, 1.465)
N (-0.424, -0.804, 1.566)
H (-1.274, 0.337, -0.618)
H (-1.824, 1.844, 0.219)
H (-1.219, 0.976, 2.394)
H (0.139, -0.720, 2.453)
H (0.175, -0.983, 0.832)

Electronic structure analysis, Löwdin charges in units of e:
1 C -0.08
2 C -0.08
3 H 0.04
4 H 0.04
5 H 0.04
6 H 0.07
7 C -0.05
8 C -0.30
9 N 0.03
10 H 0.02
11 H 0.04
12 H 0.11
13 H 0.11
14 H 0.00

C4H9N | ωB97M-V with the def2-TZVPD basis set

Summary:
* ΔE to the lowest compared entry with this formula, charge and spin: 430.1 kJ/mol
* HOMO: -8.5 eV
* net charge: 0
* SMILES: C=NC.C=C
* molecular weight: 71.12 g/mol

Atoms and positions in Å:
C (-1.046, 0.794, 1.113)
C (-2.392, 0.479, 0.952)
H (-0.892, 1.345, 2.095)
H (-0.446, 0.648, 0.225)
H (-3.223, 0.993, 1.422)
H (-2.585, -0.460, 0.490)
C (0.822, -1.461, -1.071)
C (1.995, 0.759, -0.491)
N (2.009, -0.461, -0.947)
H (0.083, -1.411, -1.954)
H (1.460, -2.346, -1.116)
H (0.248, -1.445, -0.112)
H (1.290, 1.434, -0.900)
H (2.675, 1.130, 0.294)

Electronic structure analysis, Löwdin charges in units of e:
1 C -0.07
2 C -0.06
3 H 0.07
4 H 0.00
5 H 0.04
6 H 0.02
7 C -0.11
8 C -0.09
9 N -0.09
10 H 0.08
11 H 0.05
12 H 0.06
13 H 0.04
14 H 0.07

C4H9N2 | ωB97M-V with the def2-TZVPD basis set

Summary:
* ΔE to the lowest compared entry with this formula, charge and spin: 319.2 kJ/mol
* HOMO: -13.9 eV
* net charge: +1
* molecular weight: 85.13 g/mol

Atoms and positions in Å:
C (-0.583, 0.613, -0.131)
C (1.356, 0.278, -0.178)
C (-1.310, -0.301, -1.031)
C (1.581, -0.783, 0.839)
N (2.279, 0.750, -0.856)
N (-1.000, 1.492, 0.718)
H (-2.159, 0.194, -1.365)
H (-1.461, -1.264, -0.469)
H (-0.724, -0.824, -1.862)
H (0.755, -1.592, 0.762)
H (1.530, -0.392, 1.844)
H (2.440, -1.395, 0.744)
H (2.310, 1.447, -1.569)
H (-0.378, 2.004, 1.287)
H (-1.968, 1.622, 0.776)

Electronic structure analysis, Löwdin charges in units of e:
1 C -0.10
2 C -0.25
3 C -0.02
4 C -0.05
5 N 0.20
6 N 0.25
7 H 0.07
8 H 0.13
9 H 0.14
10 H 0.11
11 H 0.09
12 H 0.08
13 H 0.08
14 H 0.14
15 H 0.13

C4H9N2 | ωB97M-V with the def2-TZVPD basis set

Summary:
* ΔE to the lowest compared entry with this formula, charge and spin: 581.3 kJ/mol
* HOMO: -14.4 eV
* net charge: +1
* molecular weight: 85.13 g/mol

Atoms and positions in Å:
C (-1.864, -0.047, 0.441)
C (0.332, -0.017, 0.433)
C (1.205, 1.237, 0.840)
C (-0.079, -1.120, -1.773)
N (-0.312, -0.017, -0.911)
N (-0.843, -0.090, 1.204)
H (-2.929, 0.075, 0.563)
H (0.953, -0.887, 0.382)
H (1.948, 1.093, 1.575)
H (0.503, 2.095, 1.068)
H (1.944, 1.603, 0.022)
H (-0.412, -2.069, -1.536)
H (-0.524, -0.669, -2.755)
H (0.950, -1.145, -1.822)
H (-0.873, -0.043, 2.271)

Electronic structure analysis, Löwdin charges in units of e:
1 C 0.28
2 C -0.38
3 C 0.00
4 C -0.09
5 N 0.05
6 N 0.06
7 H 0.12
8 H 0.14
9 H 0.06
10 H 0.10
11 H 0.12
12 H 0.07
13 H 0.15
14 H 0.08
15 H 0.22

C4H9N2 | ωB97M-V with the def2-TZVPD basis set

Summary:
* ΔE to the lowest compared entry with this formula, charge and spin: 189.8 kJ/mol
* HOMO: -14.9 eV
* net charge: +1
* SMILES: C=NC=[N+](C)C
* molecular weight: 85.13 g/mol

Atoms and positions in Å:
C (-0.727, 1.186, -0.020)
C (-2.546, -0.238, 0.163)
C (1.626, 0.920, 0.003)
C (0.217, -1.060, -0.248)
N (-1.938, 0.767, -0.266)
N (0.281, 0.367, -0.064)
H (-0.556, 2.250, 0.077)
H (-2.361, -0.688, 1.139)
H (-3.420, -0.581, -0.380)
H (1.885, 1.144, 1.040)
H (2.351, 0.205, -0.379)
H (1.704, 1.836, -0.578)
H (-0.787, -1.397, -0.510)
H (0.900, -1.352, -1.047)
H (0.524, -1.566, 0.669)

Electronic structure analysis, Löwdin charges in units of e:
1 C -0.09
2 C 0.07
3 C 0.00
4 C 0.00
5 N 0.09
6 N -0.14
7 H 0.17
8 H 0.12
9 H 0.11
10 H 0.11
11 H 0.10
12 H 0.11
13 H 0.08
14 H 0.11
15 H 0.12

C4H9N2 | ωB97M-V with the def2-TZVPD basis set

Summary:
* ΔE to the lowest compared entry with this formula, charge and spin: 576.7 kJ/mol
* HOMO: -14.3 eV
* net charge: +1
* molecular weight: 85.13 g/mol

Atoms and positions in Å:
C (2.708, -0.746, 0.099)
C (0.460, 1.638, 0.145)
C (-2.180, -0.082, -0.265)
C (-1.106, -0.970, 0.069)
N (1.571, -0.345, -0.363)
N (0.676, 0.417, 0.084)
H (3.164, -1.266, -0.780)
H (3.195, -0.752, 1.137)
H (1.322, 2.320, 0.113)
H (-0.549, 2.051, 0.315)
H (-2.102, 0.742, 0.325)
H (-2.309, 0.312, -1.203)
H (-3.149, -0.654, -0.123)
H (-0.716, -1.583, -0.673)
H (-0.985, -1.082, 1.119)

Electronic structure analysis, Löwdin charges in units of e:
1 C 0.08
2 C 0.08
3 C -0.09
4 C 0.18
5 N -0.04
6 N -0.10
7 H 0.10
8 H 0.12
9 H 0.12
10 H 0.10
11 H 0.04
12 H 0.08
13 H 0.16
14 H 0.09
15 H 0.10

C4H9N2 | ωB97M-V with the def2-TZVPD basis set

Summary:
* ΔE to the lowest compared entry with this formula, charge and spin: 454.8 kJ/mol
* HOMO: -14.3 eV
* net charge: +1
* molecular weight: 85.13 g/mol

Atoms and positions in Å:
C (-2.658, -0.365, -0.870)
C (-3.148, -0.687, 0.234)
C (1.025, -0.700, 0.674)
C (0.727, 0.698, 0.361)
N (0.843, -0.445, -0.793)
N (1.659, 1.639, 0.484)
H (-2.100, -0.025, -1.624)
H (0.307, -1.325, 1.086)
H (2.011, -0.916, 1.016)
H (-0.367, 0.994, 0.465)
H (1.505, -0.628, -1.556)
H (-3.852, -1.022, 0.844)
H (1.532, 2.332, -0.142)
H (-0.025, -0.922, -1.061)
H (2.541, 1.371, 0.884)

Electronic structure analysis, Löwdin charges in units of e:
1 C 0.04
2 C 0.07
3 C -0.02
4 C -0.26
5 N 0.14
6 N 0.16
7 H -0.03
8 H 0.11
9 H 0.13
10 H 0.17
11 H 0.18
12 H -0.02
13 H 0.08
14 H 0.12
15 H 0.13

C4H9N2 | ωB97M-V with the def2-TZVPD basis set

Summary:
* ΔE to the lowest compared entry with this formula, charge and spin: 424.0 kJ/mol
* HOMO: -14.1 eV
* net charge: +1
* SMILES: [NH3+][C@]12CCN1C2
* molecular weight: 85.13 g/mol

Atoms and positions in Å:
C (-0.194, 1.300, 0.251)
C (0.204, 1.107, -1.245)
C (1.142, -0.932, -0.313)
C (0.138, -0.148, 0.536)
N (0.103, -0.390, -1.207)
N (-0.941, -1.021, 1.027)
H (0.505, 1.961, 0.933)
H (-1.258, 1.656, 0.293)
H (-0.602, 1.342, -1.922)
H (1.086, 1.581, -1.450)
H (2.171, -0.612, -0.342)
H (1.045, -1.972, -0.059)
H (-0.481, -1.855, 1.378)
H (-1.464, -1.350, 0.222)
H (-1.455, -0.668, 1.898)

Electronic structure analysis, Löwdin charges in units of e:
1 C -0.10
2 C -0.14
3 C -0.07
4 C -0.24
5 N 0.05
6 N 0.23
7 H 0.15
8 H 0.13
9 H 0.12
10 H 0.09
11 H 0.13
12 H 0.11
13 H 0.16
14 H 0.17
15 H 0.22

C4H9N2 | ωB97M-V with the def2-TZVPD basis set

Summary:
* ΔE to the lowest compared entry with this formula, charge and spin: 228.6 kJ/mol
* HOMO: -14.7 eV
* net charge: +1
* molecular weight: 85.13 g/mol

Atoms and positions in Å:
C (-0.740, -0.291, -0.084)
C (0.599, -1.323, 0.932)
C (-1.634, 0.388, -1.031)
C (1.405, 1.153, 0.308)
N (0.511, 0.048, 0.458)
N (-0.748, -1.525, 0.473)
H (1.429, -1.770, 0.394)
H (0.656, -1.490, 1.980)
H (-2.213, 1.227, -0.612)
H (-2.285, -0.269, -1.423)
H (-0.886, 0.711, -1.826)
H (1.531, 1.503, 1.231)
H (2.315, 0.741, -0.086)
H (0.792, 1.953, -0.155)
H (-1.377, -2.424, 0.474)

Electronic structure analysis, Löwdin charges in units of e:
1 C -0.20
2 C -0.09
3 C 0.05
4 C 0.02
5 N -0.05
6 N 0.13
7 H 0.15
8 H 0.14
9 H 0.12
10 H 0.05
11 H 0.14
12 H 0.05
13 H 0.11
14 H 0.13
15 H 0.24